This record from OMol25 describes a 6-piece molecular cluster, C30H77N5O11 overall in a non-equilibrium geometry. The level of theory is ωB97M-V/def2-TZVPD.

Output
* SMILES string: COCCNCCOC.COCCNCCOC.COCCNCCOC.COCCNCCOC.COCCNCCOC.O
* spin multiplicity: 1
* total energy: -2290.328373 Eh
* HOMO-LUMO gap: 8.727 eV
* HOMO energy: -8.079 eV
* net charge: 0

Atoms and positions in Å:
O (1.7588, -5.8603, -0.1430)
O (-0.7548, -0.5739, 5.8778)
O (-5.5053, 1.5660, -1.2411)
O (-0.3309, 4.7279, -2.4722)
O (3.4913, -2.9011, 3.9840)
O (1.6356, -0.8700, -0.0924)
O (-2.0145, -0.8902, -1.1564)
O (-2.4535, 2.2686, 2.1738)
O (-0.2085, 8.0482, -6.5590)
O (-2.8727, -2.5086, -3.4637)
O (7.8880, -4.7658, -0.6492)
N (-4.7444, 3.0881, 1.0326)
N (-0.7865, -2.5101, 0.7215)
N (1.7814, -1.3387, 6.0368)
N (4.2107, -4.6818, -0.3391)
N (-1.5728, 6.1989, -4.4856)
C (-0.2104, 5.7040, -4.6231)
C (0.9073, -2.3369, 5.4118)
C (5.5837, -4.4552, 0.0769)
C (3.8724, -3.1678, 2.6574)
C (-0.5726, -1.9480, 5.5565)
C (-0.0821, -1.4587, 1.5054)
C (-5.7554, 3.5518, 0.1104)
C (2.7728, -1.3491, -0.7956)
C (-3.8344, 4.0745, 1.5743)
C (-6.1653, 0.4408, -1.7824)
C (-1.7022, 1.5793, 3.1334)
C (-0.0817, 4.4244, -3.8070)
C (6.6121, -4.3342, -1.0752)
C (3.6880, -1.5609, 4.4595)
C (4.0019, -5.9352, -1.0351)
C (-1.5254, 0.4300, -1.2506)
C (-0.5583, 3.6286, -1.6154)
C (-1.5609, 7.6927, -6.5128)
C (2.4977, -5.9538, -1.3621)
C (-2.7977, -1.1530, -0.0057)
C (-2.1106, -0.3035, 6.2438)
C (-6.4418, 2.3938, -0.5978)
C (0.2410, 8.5450, -7.8034)
C (-3.0624, 3.4498, 2.7173)
C (3.2119, -1.5321, 5.9223)
C (-2.2383, -2.3923, 0.7141)
C (8.0174, -6.1801, -0.6856)
C (0.3945, -5.5218, -0.4023)
C (1.3835, -1.5010, 1.1238)
C (-2.0016, 7.4214, -5.1044)
H (0.3702, -4.6228, -1.0225)
H (-2.0706, 0.1599, 7.2302)
H (-3.7053, 3.1576, 3.5499)
H (2.7964, -2.4381, -0.8696)
H (2.3296, -5.0476, -1.9486)
H (-2.7623, -3.2342, 0.2516)
H (6.6361, -3.2998, -1.4186)
H (-5.4526, -0.1924, -2.3222)
H (3.6445, -1.1011, -0.1680)
H (-0.8247, 2.1295, 3.4925)
H (-0.9013, 3.7890, -4.1947)
H (1.7146, -2.5471, 1.1299)
H (5.7167, -3.5607, 0.6882)
H (-2.3191, 1.1445, -1.4883)
H (-1.0950, -2.6181, 6.2466)
H (1.4634, -0.4086, 5.8294)
H (0.2710, 2.9401, -1.4310)
H (4.5762, -5.9525, -1.9582)
H (-7.1809, 1.9191, 0.0540)
H (-1.2576, 0.6627, 2.7377)
H (3.6028, -2.3736, 6.4865)
H (-0.7584, 0.5461, -2.0117)
H (0.0098, -5.2147, 0.5659)
H (-2.1804, 8.5434, -6.8323)
H (7.8408, -6.5819, -1.6861)
H (-2.5577, -2.4579, 1.7607)
H (3.5453, -4.5513, 0.4058)
H (-0.5166, -0.4822, 1.2630)
H (-2.9160, -0.2691, 0.6275)
H (-7.0398, 2.8911, -1.3752)
H (-0.2562, -1.6822, 2.5586)
H (-3.1343, 4.4576, 0.8159)
H (1.9202, -0.9830, 1.9369)
H (1.0963, -2.2558, 4.3361)
H (1.3173, 8.4151, -7.8589)
H (6.3360, -4.8813, -1.9801)
H (4.2226, -6.8894, -0.5339)
H (-1.7480, 8.3461, -4.5543)
H (2.8645, -0.7773, -1.7111)
H (3.6451, -0.5901, 6.2757)
H (-6.8659, 0.6106, -2.6072)
H (3.1079, -0.8870, 3.8195)
H (-2.4938, 0.4296, 5.5353)
H (-0.0169, 5.5415, -5.6843)
H (-2.3523, 1.2729, 3.9593)
H (4.8336, -3.6845, 2.6493)
H (7.4888, -6.5892, 0.1749)
H (-1.0528, -2.1018, 4.5818)
H (9.0845, -6.3724, -0.5375)
H (-4.2536, 2.2419, 0.7937)
H (-0.1508, -6.3385, -0.8733)
H (-0.8332, 3.9811, -0.6211)
H (-2.5748, -2.1523, -2.6097)
H (-0.1532, 7.8522, -8.5655)
H (5.9714, -5.1963, 0.7931)
H (-4.3714, 4.9799, 1.8687)
H (1.0424, -3.3740, 5.7037)
H (4.7623, -1.3810, 4.3198)
H (-1.8423, 6.8690, -7.1848)
H (-3.8024, -1.4206, -0.3516)
H (-1.4457, 3.1655, -2.0616)
H (-6.5698, -0.1509, -0.9613)
H (-1.9436, 5.9821, -3.5765)
H (-2.2302, 4.0761, 3.0501)
H (0.5401, 6.4324, -4.2861)
H (2.1971, -6.8974, -1.8217)
H (-0.1591, 9.5337, -8.0350)
H (-3.0939, 7.3632, -5.0592)
H (3.9681, -2.2579, 2.0589)
H (0.8435, 3.8610, -3.9733)
H (-5.3018, 4.2281, -0.6311)
H (-6.4874, 4.1408, 0.6702)
H (3.1419, -3.8354, 2.2031)
H (-0.5557, -2.2219, -0.2326)
H (-2.7493, -1.1818, 6.3069)
H (-1.1058, 0.7647, -0.2981)
H (-3.8233, -2.6224, -3.3669)

Cartesian forces, eV/Å:
0.084 0.146 -0.440
-0.342 -0.807 0.221
-0.395 -0.403 0.059
0.937 0.650 1.131
-0.593 -0.084 0.193
-0.798 -0.004 -0.967
0.320 -0.083 -0.178
0.071 -0.002 -0.227
0.643 0.062 0.425
-0.043 -0.053 0.233
0.010 0.316 -0.439
-0.330 0.044 0.970
0.074 0.579 -0.951
-0.272 -1.598 1.362
1.187 0.144 -0.267
0.545 -1.043 -0.545
0.181 0.617 0.324
-0.126 1.853 -1.196
0.762 -0.054 0.376
0.427 0.047 0.288
-0.175 -0.116 -0.356
-0.999 -0.802 -0.920
1.031 -0.300 0.074
0.544 0.456 1.661
-0.110 0.023 -0.413
0.912 -0.924 -0.516
0.250 -0.545 0.308
-0.997 -0.491 -1.236
-0.623 -0.155 0.026
0.422 -1.803 -0.395
-1.556 -0.186 -0.034
-0.254 0.876 0.314
-1.035 0.228 -0.305
-0.908 0.267 -0.427
0.577 -0.170 0.703
-0.503 -0.078 0.113
0.795 0.763 0.249
-0.488 1.881 -0.584
-0.986 -1.574 -0.445
0.680 -0.431 -0.626
-0.116 1.869 -1.481
-0.284 0.032 0.872
1.317 0.808 0.352
0.912 0.555 0.568
0.180 0.084 1.407
-0.381 0.334 1.112
-0.187 -0.069 -0.244
-0.212 0.040 0.068
-0.115 0.148 0.072
-0.284 -0.004 -0.544
-0.415 -0.231 -0.394
0.775 -0.365 -0.167
0.461 0.129 0.264
0.499 0.154 0.500
0.209 -0.009 -0.271
-0.277 0.414 0.209
0.134 -0.206 0.193
-0.085 0.070 -0.167
-0.564 0.340 -0.331
-0.227 -0.169 -0.072
0.072 0.291 0.384
0.070 0.084 -0.071
0.187 -0.014 -0.664
-0.101 0.080 -0.161
0.477 -0.663 0.173
-0.444 0.124 -0.384
-0.123 -0.127 0.002
0.016 -0.547 -0.094
-0.450 -0.289 -0.051
0.053 0.087 -0.135
-0.787 -0.157 0.184
-0.269 0.408 -0.040
-0.004 -0.246 0.069
0.301 0.135 0.219
0.324 0.071 -0.032
-0.230 -0.170 -0.060
0.323 0.167 0.117
0.253 -0.187 -0.055
0.224 -0.072 -0.165
0.076 -0.661 -0.181
0.099 0.610 0.242
-0.239 -0.307 0.122
0.323 0.312 0.588
0.235 -0.171 0.190
-0.187 -0.327 -0.274
0.156 -0.268 0.550
-0.549 0.723 0.561
0.036 0.286 0.229
-0.347 -0.228 0.163
0.156 -0.322 0.067
0.219 0.253 0.041
0.140 0.017 0.013
-0.344 -0.619 -0.492
-0.069 -0.275 -0.008
-0.075 0.027 0.255
-0.088 0.044 -0.429
-0.101 -0.086 0.046
-0.067 0.383 -0.136
0.012 0.170 -0.240
0.059 0.273 -0.229
-0.160 -0.521 -0.305
-0.206 -0.209 0.409
0.412 0.098 0.344
-0.049 0.538 0.361
0.470 -0.161 -0.048
-0.096 0.181 0.094
0.190 -0.799 0.430
-0.474 -0.082 -0.166
-0.099 0.462 0.106
-0.262 0.356 0.241
0.044 0.033 0.071
0.074 0.194 -0.626
0.354 0.219 0.172
-0.019 0.265 -0.399
-0.077 -0.007 -0.041
0.212 0.341 0.135
-0.141 -0.052 -0.215
-0.182 -0.071 -0.130
-0.158 0.045 0.057
0.298 -0.574 -0.070
0.081 -0.133 -0.229
0.127 -0.093 0.016
0.064 -0.011 -0.030

***

This record from OMol25 describes C30H80AsF6O30S10 as an isolated structure in a non-equilibrium geometry. The level of theory is ωB97M-V/def2-TZVPD.

Output
* <S²>: 0.755
* spin multiplicity: 2
* total energy: -10264.613745 Eh
* HOMO-LUMO gap (alpha / beta): 8.453 / 1.236 eV
* HOMO energy (alpha / beta): -9.933 / -9.933 eV
* net charge: 0

Atoms and positions in Å:
As (-0.6786, 0.6009, 1.0115)
S (2.8140, 5.5072, 1.2283)
S (-0.7508, 4.1131, 5.0436)
S (-0.1283, 1.9547, -5.3829)
S (-5.5239, -1.5139, 2.6715)
S (2.2707, -5.6032, 1.7473)
S (0.7859, 7.0523, -2.6171)
S (2.8849, -0.4518, 6.0378)
S (-5.8862, 1.9280, -0.8251)
S (-0.5142, -5.6603, -3.1695)
S (3.9634, -1.8659, -4.1119)
F (-0.9316, 0.2962, 2.7837)
F (-2.2301, -0.1719, 0.5995)
F (0.8953, 1.3867, 1.5413)
F (-1.3443, 2.2658, 0.9821)
F (-0.1754, 0.7536, -0.6659)
F (0.1676, -0.9942, 0.9047)
O (-5.3511, 2.6850, -2.2765)
O (0.0975, 3.2088, -6.1738)
O (-0.6223, -4.7934, -4.3765)
O (3.5372, 5.9352, 0.0372)
O (-6.6744, 2.8459, 0.0344)
O (4.1325, 0.2251, 6.3921)
O (0.3272, 0.6386, -6.2440)
O (-6.0227, -1.6172, 1.0358)
O (-5.7581, -0.1253, 3.0942)
O (3.1663, -5.9743, 2.8089)
O (3.6575, 4.1760, 1.8250)
O (-0.2780, 6.0353, -1.9445)
O (3.1646, -2.1086, 5.9237)
O (-0.8802, -4.7517, -1.8158)
O (1.3299, 7.9011, -1.5295)
O (2.6371, -1.8451, -3.0774)
O (-1.3708, -6.8528, -3.0775)
O (2.4822, -5.9218, 0.3490)
O (0.1674, 7.6743, -3.8516)
O (-0.7426, 4.7890, 6.3023)
O (0.6877, -5.9292, 2.2855)
O (3.4742, -2.0580, -5.5318)
O (4.8460, -0.7667, -3.7071)
O (-1.7837, 2.7550, 5.2474)
O (1.7594, -0.3311, 6.9655)
O (-4.1443, -2.1239, 2.7913)
O (-1.4709, 1.6667, -4.7788)
O (-6.3306, 0.6741, -1.3620)
O (-1.1793, 4.8415, 3.8567)
O (2.6019, 6.4195, 2.3256)
C (-5.3294, -2.5250, 0.2473)
C (-4.3448, 1.5795, -0.0852)
C (1.2077, 4.7408, 0.7977)
C (3.2752, -0.2876, -1.1293)
C (-1.4823, -2.6708, -0.8724)
C (2.2004, -3.6877, 1.9202)
C (5.8939, 3.1832, 1.1935)
C (1.3052, 1.7024, -4.1929)
C (1.2755, -6.2090, -2.8914)
C (-0.2956, -6.1547, 1.2680)
C (-6.2459, -2.7246, -0.9623)
C (2.2510, 5.8742, -3.0695)
C (0.6837, 3.0778, 4.6918)
C (-4.5204, 4.4886, -3.6017)
C (-1.3550, -7.0389, 1.9329)
C (-5.2204, 4.0371, -2.2527)
C (-6.6879, -2.8260, 3.4409)
C (4.1963, -4.0988, 5.2319)
C (2.6932, -1.5713, -1.6890)
C (4.3838, 3.3567, 0.9860)
C (-1.4960, 1.8543, 6.3262)
C (-1.4803, 0.4666, 5.7456)
C (4.3066, -2.5904, 5.3658)
C (-1.7163, -3.6975, -1.9917)
C (-0.8735, 5.0231, -2.8083)
C (4.6186, -3.4033, -3.5060)
C (2.4455, -0.2104, 4.2564)
C (1.2000, 0.7309, -7.3527)
C (-1.5037, 4.0655, -1.7712)
C (1.4120, -0.6575, -7.9875)
H (0.7851, 1.5370, -7.9577)
H (5.0465, -4.5241, 4.6987)
H (1.7686, -5.4173, -2.3274)
H (0.5485, 5.3972, 0.2297)
H (3.0990, -2.4318, -1.1570)
H (5.1628, -2.4831, 6.0318)
H (0.4475, -1.1053, -8.2266)
H (3.0800, 6.5319, -3.3307)
H (-0.4221, -2.4602, -0.7325)
H (-6.1754, -1.9608, -1.7367)
H (-3.6979, 1.2184, -0.8847)
H (-5.2566, -3.3897, 0.9068)
H (-4.3565, -2.0638, 0.0774)
H (-2.3567, 1.8689, 6.9948)
H (-4.4444, 5.5668, -3.7420)
H (3.8940, 2.4510, 1.3436)
H (-0.7135, -5.1645, 1.0862)
H (2.8698, 0.7871, 4.1419)
H (4.3175, -0.4503, -0.8550)
H (-3.5624, 3.9790, -3.7052)
H (3.8782, -4.1740, -3.7201)
H (2.2345, 1.0471, -7.2188)
H (6.2146, 3.3788, 2.2168)
H (-6.1698, 4.5719, -2.2255)
H (-1.8650, -2.8539, 0.1317)
H (1.0185, 2.7879, 5.6878)
H (-1.8529, 3.1133, -2.1705)
H (-7.6841, -2.3973, 3.5501)
H (-4.9152, 4.1377, -4.5552)
H (0.8111, 4.4066, 1.7564)
H (3.9769, 3.3836, -0.0248)
H (-4.6994, 0.8476, 0.6405)
H (-1.6255, -3.2257, -2.9701)
H (-2.7423, -4.0598, -1.9280)
H (-1.6287, 5.4072, -3.4940)
H (-1.8151, -6.4246, 2.7069)
H (3.2223, 0.5928, -1.7697)
H (3.1913, -3.3032, 1.6785)
H (4.3123, -4.4993, 6.2390)
H (-3.8673, 2.3605, 0.5065)
H (-2.2863, 0.2456, 5.0458)
H (-4.5806, 4.4176, -1.4564)
H (-0.5203, 0.2186, 5.2929)
H (1.4751, -3.3126, 1.1981)
H (0.8611, 1.7636, -3.1994)
H (1.9246, -0.5208, -8.9397)
H (1.5106, 3.6339, 4.2501)
H (-1.0492, -7.9724, 2.4055)
H (-0.1271, 4.5130, -3.4172)
H (2.0719, 5.3054, -3.9819)
H (4.6573, -2.0729, 4.4729)
H (1.8254, -6.4138, -3.8100)
H (5.6402, -3.4062, -3.8862)
H (1.3439, -7.1406, -2.3297)
H (1.4068, 3.8011, 0.2824)
H (0.3060, 2.2150, 4.1433)
H (3.2228, -4.2758, 4.7745)
H (-1.9228, -1.7452, -1.2430)
H (1.3676, -0.1763, 4.0979)
H (4.6778, -3.3330, -2.4199)
H (-6.5599, -3.7252, 2.8384)
H (2.6261, 0.1259, -0.3573)
H (-1.6500, -0.2268, 6.5693)
H (6.5604, 3.8048, 0.5956)
H (1.8972, -3.4901, 2.9484)
H (2.8590, -1.1090, 3.7988)
H (-0.6332, 2.0588, 6.9601)
H (6.0731, 2.1675, 0.8409)
H (2.6790, 5.4456, -2.1633)
H (-0.8192, 3.7466, -0.9852)
H (1.9620, 2.5690, -4.2693)
H (1.6174, -1.4963, -1.5304)
H (-6.3838, -2.8647, 4.4869)
H (0.0651, -6.6198, 0.3506)
H (-5.9300, -3.6629, -1.4184)
H (-2.3593, 4.5559, -1.3069)
H (-2.1021, -7.2590, 1.1704)
H (1.7358, 0.7084, -4.3138)
H (-7.2755, -2.8061, -0.6139)
H (1.9299, -1.3469, -7.3207)

Cartesian forces, eV/Å:
1.179 -0.255 2.008
0.594 -0.132 -0.214
-2.248 -1.641 -1.105
-3.504 3.918 1.549
1.880 -0.837 -0.553
-1.301 3.590 1.370
1.146 1.969 -1.006
-0.199 -1.177 1.494
-0.133 2.133 -0.481
-1.299 -0.634 -1.141
-1.235 0.070 0.178
-0.083 0.542 -2.263
1.558 1.034 0.386
-1.208 -0.803 -0.762
0.226 -1.887 0.047
-0.439 0.365 0.078
-0.578 1.160 0.443
-1.120 -2.390 1.883
-0.278 -3.743 1.828
0.622 -1.717 2.743
-0.845 -0.548 0.941
1.456 -2.083 -2.433
-1.644 -0.977 -1.117
1.438 -0.985 -1.042
-0.585 2.468 4.053
0.093 -2.900 -0.802
-0.633 -0.845 -0.959
-1.685 4.142 1.029
0.677 0.650 -1.101
-2.454 2.286 1.209
3.256 -3.325 -1.404
-1.724 -2.056 -2.494
1.249 0.420 -3.603
1.682 1.981 -0.237
-0.425 -0.422 1.123
1.855 -2.141 3.481
0.718 -0.082 -0.085
3.526 -0.314 -1.131
1.058 1.078 4.198
-1.363 -1.466 -1.279
1.399 2.657 -0.615
1.606 -0.204 -1.902
-3.789 1.735 -0.441
4.592 0.582 -2.121
-0.610 0.609 0.500
0.592 -1.387 1.475
0.396 -1.198 -0.970
-0.192 -0.145 -0.260
-0.118 0.144 0.569
1.143 -0.525 0.680
0.317 0.600 -0.561
0.273 0.343 -0.839
-0.248 -1.938 -0.677
-0.239 0.689 -0.758
-0.497 0.144 0.545
-0.649 0.589 0.409
-0.935 -0.497 0.734
0.936 -0.742 -0.052
-0.501 1.913 -0.029
0.139 0.703 0.910
0.105 -0.950 0.031
-0.454 0.810 -0.257
0.765 3.149 -2.236
0.765 2.330 0.095
-0.168 0.612 0.088
-1.196 0.646 1.024
-0.657 -2.531 -0.172
-1.348 -0.662 0.053
0.396 -0.835 0.373
3.438 -0.952 -0.023
-2.251 2.379 0.810
-0.594 -1.052 1.267
0.097 0.808 0.132
-0.048 0.399 1.988
-1.351 -1.677 -0.622
-0.024 -0.100 -0.279
-0.843 0.315 0.028
-0.089 0.466 -0.419
-0.286 0.142 -0.483
-0.099 -0.002 -0.022
0.320 0.156 0.283
-0.044 -0.107 -0.009
0.070 0.637 0.358
-0.190 0.058 0.121
-0.338 0.627 -0.204
0.051 -0.105 -0.245
0.053 0.225 0.391
-0.122 -0.311 0.389
0.536 -0.750 -0.821
0.238 -0.597 -0.531
-0.074 0.479 0.114
0.223 0.007 0.532
0.711 -1.050 -0.298
-0.224 -0.156 -0.550
0.259 -0.325 -1.034
-0.139 0.436 0.322
0.532 0.434 0.602
0.596 -0.159 -0.559
0.556 0.669 1.076
-0.353 -0.522 0.125
-0.222 -0.188 0.357
-0.302 -0.443 -0.252
0.043 -0.268 -0.025
-0.151 0.134 -0.514
-0.113 -0.158 -0.902
-1.218 -0.187 0.321
-0.347 0.424 0.014
0.753 0.581 -0.438
0.597 -0.512 -0.051
0.358 -0.008 0.015
-0.281 -0.009 -0.076
0.143 0.474 0.226
-0.217 -0.169 0.063
0.302 -0.319 -0.850
0.018 -0.186 0.163
-0.688 -0.216 -0.019
-0.272 0.321 -0.375
0.073 0.509 -0.134
-0.057 -0.147 0.335
-0.125 -0.050 -0.085
-0.080 0.007 0.154
-0.567 -0.189 0.038
0.319 0.059 0.228
-0.295 0.040 -0.337
0.532 0.130 -0.321
0.388 0.140 0.093
-0.354 -0.379 0.477
-0.553 0.051 -0.539
-0.654 0.449 -0.399
-0.198 -0.861 -0.275
-0.664 0.208 0.245
0.165 0.136 -0.366
0.208 0.300 -0.264
0.262 -0.828 0.082
-0.080 0.122 0.306
0.015 -0.082 0.287
0.038 0.297 -0.019
-0.164 0.162 0.310
0.230 -0.808 0.796
0.291 -0.168 0.137
-0.391 0.351 -0.259
0.067 -0.036 -0.159
0.324 0.732 -0.467
0.224 0.351 -0.436
0.314 -0.142 0.489
-0.813 -0.616 0.091
0.201 0.410 -0.044
0.093 -0.222 -0.677
-0.017 -0.414 0.554
0.643 -0.536 -0.219
0.448 0.209 0.170
-0.267 -0.163 -0.204
0.115 -0.006 0.069
-0.176 -0.073 0.095
0.115 0.226 -0.157
0.073 -0.054 -0.085
0.254 0.158 -0.030